--- i ---
15
Properties=species:S:1:pos:R:3 method="wB97M-V/def2-TZVPD" smiles="C=CC.C=C"
C -1.1293 -0.8190 0.9293
C -1.7320 0.3375 0.6657
C 1.2513 1.5896 -1.0622
C 1.8660 0.9116 -0.1001
C -0.4766 -1.7004 -0.0950
H -1.1030 -1.1763 1.9598
H -1.0191 -2.6486 -0.1961
H -1.7896 0.7264 -0.3498
H -2.1967 0.9335 1.4466
H 1.7528 1.8619 -1.9876
H 0.2150 1.9027 -0.9562
H 1.3473 0.6449 0.8179
H 2.9023 0.5956 -0.1932
H 0.5521 -1.9467 0.1947
H -0.4404 -1.2127 -1.0739

---

--- ii ---
15
Properties=species:S:1:pos:R:3 method="wB97M-V/def2-TZVPD" smiles="C=CC.C=C"
C 4.1997 0.5251 0.2601
C 3.2508 0.0566 -0.5376
H 4.7673 -0.0281 0.9926
H 4.4844 1.5592 0.1031
H 2.7912 -0.9097 -0.3929
H 2.9420 0.7400 -1.3234
C -1.5892 0.5983 0.4322
C -2.7166 -0.3797 0.4536
C -3.2713 -0.9379 -0.6105
H -0.6941 0.0297 0.7111
H -1.3875 1.0802 -0.5203
H -1.7443 1.3387 1.2169
H -3.0211 -0.7333 1.4386
H -4.1063 -1.6244 -0.5890
H -2.8733 -0.7647 -1.6073

---

--- iii ---
15
Properties=species:S:1:pos:R:3 method="wB97M-V/def2-TZVPD" smiles="C=CC.C=C"
C -1.0800 -0.6223 0.8060
C -1.7491 0.3446 0.1877
C 0.9852 1.6455 -0.6019
C 1.8571 0.6987 -0.2799
C -0.2705 -1.6739 0.1099
H -1.1183 -0.6888 1.8936
H -0.8228 -2.6193 0.1301
H -1.7158 0.4462 -0.8960
H -2.3391 1.0762 0.7324
H 0.7276 1.8646 -1.6355
H 0.4660 2.2231 0.1583
H 2.0837 0.4681 0.7588
H 2.3593 0.0972 -1.0334
H 0.6929 -1.8472 0.6049
H -0.0763 -1.4126 -0.9350

---

--- iv ---
The following is a quantum chemistry calculation of C5H10 as an isolated structure, from the OMol25 dataset.

```
15
C5H10, DFT ωB97M-V with the def2-TZVPD basis set
C 2.3826 0.3948 -0.0613
C 1.2776 -0.6957 0.0143
C -0.1397 -0.0075 -0.0707
C -1.3315 -0.5474 -0.0752
C -2.5619 0.2508 0.0075
H 3.3025 -0.1155 0.3545
H 2.4612 0.7265 -1.1721
H 2.2209 1.3572 0.5609
H 1.3339 -1.5433 -0.7420
H 1.4169 -0.9197 1.1378
H -0.1043 1.0597 0.0360
H -1.3986 -1.5927 -0.0354
H -3.4735 -0.3239 -0.7354
H -2.9175 0.3664 1.2489
H -2.4686 1.5903 -0.4679
```

---

Stability check: which of them is least stable? iv.

---

--- i ---
15
Properties=species:S:1:pos:R:3 method="wB97M-V/def2-TZVPD" smiles="C=C(C)CC"
C 0.0281 0.9492 0.0304
C 1.5249 1.1274 -0.8178
C -1.4236 -0.6260 1.3182
C -0.2716 -0.4630 0.0416
C -0.0477 -1.4981 -0.7564
H 0.2234 1.3643 1.0207
H -0.7136 1.5330 -0.5167
H 1.7368 2.1989 -0.8112
H 2.3256 0.5976 -0.2976
H 1.4470 0.7894 -1.8521
H -0.8512 -0.8853 2.2109
H -2.1064 -1.4359 1.0530
H -2.0322 0.2596 1.5111
H 0.6165 -1.4346 -1.6104
H -0.4561 -2.4762 -0.5237

---

--- ii ---
The following is a quantum chemistry calculation of C5H10 as an isolated structure, from the OMol25 dataset.

```
15
C5H10, DFT ωB97M-V with the def2-TZVPD basis set
C -1.6412 -0.5983 -0.8388
C -0.2978 -0.8276 -0.0600
C 0.0017 0.3408 1.0744
C 1.3513 0.9550 0.6204
C 1.1247 -0.1676 -0.4369
H -2.1900 -1.4986 -1.1883
H -2.3509 -0.0888 -0.1607
H -1.5284 0.0356 -1.7281
H -0.4214 -1.7597 0.5128
H -0.8135 1.0346 0.9736
H 0.1315 -0.1910 2.0059
H 2.2409 0.8609 1.2845
H 1.3708 2.0085 0.2601
H 1.9045 -0.9000 -0.3222
H 0.9624 0.3100 -1.3876
```

---

--- iii ---
The following is a quantum chemistry calculation of a 2-piece molecular cluster, C5H10 overall, from the OMol25 dataset.

```
15
C5H10, DFT ωB97M-V with the def2-TZVPD basis set
C 1.0082 -1.1607 -1.2705
C 0.0313 -0.0251 -0.8810
C 0.6213 1.3321 -0.6594
C 1.3406 1.0423 0.5421
C 0.0410 2.6062 -0.8568
H 0.4964 -1.8972 -1.9253
H 1.7782 -0.7703 -1.9579
H 1.7039 -1.6633 -0.5524
H -0.5423 -0.2907 0.0938
H -4.7993 -3.5115 3.6138
H 1.0454 1.8058 1.3921
H 1.9819 0.1587 0.2802
H -4.3607 -3.9272 4.0265
H -0.3059 3.2059 -0.0157
H -0.0398 3.0949 -1.8296
```

---

Stability check: which of them is least stable? iii.